[1]
Density functional theory data (ωB97M-V/def2-TZVPD) for a 7-piece molecular cluster, C30H62FN2O33P2S7 overall at a distorted geometry.

Cartesian coordinates (Å):
C 0.39 1.52 3.15
C 0.51 2.20 1.68
O 0.43 1.12 0.71
C 0.92 1.54 -0.60
C -0.41 1.73 -1.46
C -1.05 3.19 -1.11
C -2.58 3.11 -0.67
C -3.17 4.51 -0.12
C -2.55 5.81 -0.81
O -3.01 7.05 -0.15
C -4.41 7.21 -0.31
O -5.09 7.44 0.73
O -0.31 1.67 -2.89
C 0.68 0.78 -3.41
P -0.07 -0.89 -3.68
N -0.08 -1.94 -2.49
O 0.66 -1.63 -5.03
O -1.72 -0.62 -4.11
C 2.12 0.83 -2.62
C 3.08 -0.13 -3.45
C 3.17 -1.66 -3.01
C 4.73 -2.07 -2.73
S 5.40 -3.07 -4.17
C 2.58 2.35 -2.95
P 4.17 3.00 -2.25
O 3.95 3.67 -0.87
O 4.58 4.36 -3.26
O 5.55 2.01 -2.32
N 1.91 0.53 -1.17
C 3.13 0.31 -0.34
F 3.32 1.28 0.72
C 3.23 -1.12 0.39
C 1.96 -1.56 1.25
H 0.45 2.31 3.98
H 1.28 0.81 3.33
H -0.57 0.89 3.24
H 1.50 2.76 1.68
H -0.37 2.93 1.61
H 1.41 2.56 -0.45
H -1.18 0.96 -1.08
H -0.38 3.79 -0.39
H -1.03 3.80 -2.09
H -2.83 2.29 0.08
H -3.18 2.87 -1.62
H -3.12 4.60 1.01
H -4.30 4.50 -0.40
H -2.81 5.93 -1.92
H -1.40 5.87 -0.75
H -4.98 7.12 -1.29
H 0.95 1.19 -4.45
H -1.06 -2.16 -2.23
H 0.85 -2.58 -4.81
H -2.06 -1.53 -4.29
H 4.17 0.25 -3.56
H 2.69 -0.12 -4.54
H 2.88 -2.31 -3.93
H 2.47 -1.99 -2.18
H 5.39 -1.17 -2.50
H 4.81 -2.77 -1.81
H 4.44 -3.15 -5.16
H 1.77 3.13 -2.71
H 2.68 2.39 -4.10
H 5.12 4.95 -2.68
H 5.84 1.85 -1.38
H 1.38 -0.38 -1.13
H 4.10 0.38 -0.96
H 4.11 -1.02 1.13
H 3.50 -1.98 -0.30
H 2.12 -2.64 1.60
H 1.89 -0.90 2.18
H 0.98 -1.57 0.63
C 3.93 -6.39 4.21
C 3.57 -5.44 5.35
O 3.52 -4.15 4.75
S 3.01 -4.29 3.22
O 1.60 -4.00 3.20
O 3.95 -3.62 2.37
O 3.22 -5.89 3.07
H 5.00 -6.35 3.99
H 3.64 -7.42 4.43
H 4.31 -5.47 6.16
H 2.58 -5.67 5.76
C -3.49 -1.67 3.17
C -4.71 -1.22 2.39
O -4.90 0.15 2.75
S -3.46 0.82 3.06
O -3.03 1.52 1.88
O -3.50 1.43 4.35
O -2.60 -0.55 3.16
H -3.75 -1.90 4.21
H -3.01 -2.54 2.72
H -5.60 -1.81 2.62
H -4.53 -1.26 1.31
C 8.06 2.98 -4.69
C 7.02 3.33 -5.74
O 7.74 4.03 -6.75
S 9.26 3.45 -6.82
O 9.32 2.49 -7.89
O 10.17 4.55 -6.71
O 9.24 2.65 -5.41
H 8.28 3.84 -4.05
H 7.75 2.14 -4.07
H 6.22 3.94 -5.34
H 6.60 2.42 -6.20
C -6.95 -2.46 6.51
C -7.20 -3.91 6.88
O -7.11 -4.63 5.65
S -6.04 -3.89 4.68
O -4.79 -4.57 4.80
O -6.67 -3.63 3.42
O -5.94 -2.49 5.50
H -7.85 -2.00 6.08
H -6.62 -1.87 7.36
H -8.17 -4.06 7.35
H -6.41 -4.29 7.55
C -7.24 4.66 1.21
C -8.41 4.19 2.05
O -9.13 3.28 1.22
S -8.08 2.52 0.24
O -7.77 1.25 0.82
O -8.53 2.67 -1.11
O -6.82 3.51 0.47
H -7.55 5.43 0.49
H -6.42 5.04 1.82
H -9.05 5.02 2.37
H -8.07 3.64 2.93
C 0.40 -7.10 -0.93
C -0.36 -5.79 -0.85
O -0.04 -5.24 0.43
S 1.48 -5.68 0.82
O 2.36 -4.60 0.48
O 1.45 -6.29 2.11
O 1.66 -6.85 -0.30
H -0.11 -7.89 -0.36
H 0.55 -7.43 -1.95
H -1.44 -5.93 -0.95
H -0.02 -5.09 -1.62

Results
- HOMO level (eV) = -11.6
- F_max (eV/A) = 6.28
- 2S+1 = 1
- HOMO-LUMO gap (eV) = 9.2
- charge = +1
- lowest unoccupied orbital energy (eV) = -2.35

Löwdin population analysis, charges in e, atoms 1 to 2: atom 1 (C): -0.047, atom 2 (C): -0.211

***

[2]
Density functional theory data (ωB97M-V/def2-TZVPD) for a 5-piece molecular cluster, C30H62N2O17S5 overall at a distorted geometry.

Cartesian coordinates (Å):
C -3.48 2.68 -0.77
O -2.12 2.48 -0.19
C -2.30 2.94 1.22
C -2.29 1.70 2.31
C -2.69 0.24 1.68
C -1.30 -0.58 1.27
C -1.79 -2.09 0.82
C -2.03 -2.19 -0.82
O -1.54 -3.57 -1.10
C -2.20 -3.92 -2.39
O -1.66 -4.49 -3.47
O -3.62 -3.50 -2.37
C -3.59 -2.40 -1.35
C -4.10 -0.95 -1.99
C -4.04 -0.94 -3.66
C -4.41 0.53 -4.28
C -3.31 1.12 -5.35
C -2.08 1.97 -4.66
C -0.58 1.29 -4.92
C -0.53 -0.23 -4.33
S 1.15 -0.80 -3.72
C 2.39 -0.45 -5.09
N 2.58 -1.03 -6.47
N 3.65 -0.34 -7.01
C 4.15 0.67 -5.98
O 3.36 0.59 -4.71
H -3.49 2.05 -1.76
H -3.75 3.81 -0.93
H -4.26 2.14 -0.04
H -3.33 3.54 1.35
H -1.40 3.68 1.43
H -3.07 2.01 3.16
H -1.18 1.67 2.74
H -3.37 -0.37 2.44
H -3.31 0.30 0.67
H -0.52 -0.61 2.16
H -0.86 0.01 0.34
H -1.02 -2.94 1.09
H -2.82 -2.38 1.33
H -1.35 -1.53 -1.53
H -4.25 -2.87 -0.48
H -3.45 -0.11 -1.50
H -5.26 -0.86 -1.73
H -3.04 -1.41 -4.05
H -4.90 -1.70 -3.98
H -4.69 1.33 -3.44
H -5.42 0.38 -4.89
H -3.91 1.90 -6.03
H -2.89 0.31 -6.10
H -2.21 2.17 -3.52
H -2.06 3.05 -5.18
H -0.36 1.35 -6.08
H 0.19 2.04 -4.40
H -1.27 -0.27 -3.40
H -0.97 -0.95 -5.16
H 5.04 1.44 -6.09
O 6.53 -3.40 -2.82
S 7.08 -2.82 -4.02
O 8.09 -3.49 -4.81
O 7.58 -1.30 -3.70
C 8.52 -1.11 -2.66
C 9.92 -1.55 -3.08
C 5.74 -2.39 -5.11
H 8.20 -1.62 -1.74
H 8.54 -0.04 -2.43
H 9.96 -2.63 -3.24
H 10.65 -1.29 -2.31
H 10.20 -1.07 -4.02
H 4.98 -1.86 -4.54
H 5.32 -3.32 -5.50
H 6.12 -1.78 -5.92
O -5.49 3.02 3.64
S -5.86 4.42 3.68
O -4.87 5.48 3.60
O -6.80 4.69 4.98
C -6.31 4.34 6.26
C -5.25 5.32 6.74
C -7.08 4.73 2.43
H -5.92 3.31 6.26
H -7.16 4.36 6.95
H -4.36 5.27 6.12
H -4.96 5.09 7.77
H -5.63 6.34 6.70
H -7.86 3.96 2.50
H -6.59 4.68 1.46
H -7.50 5.73 2.58
O 3.16 -4.35 0.66
S 3.40 -5.75 0.97
O 3.97 -6.17 2.23
O 4.24 -6.43 -0.24
C 5.49 -5.85 -0.60
C 6.57 -6.17 0.41
C 1.88 -6.65 0.73
H 5.39 -4.77 -0.75
H 5.77 -6.28 -1.57
H 6.36 -5.69 1.38
H 7.55 -5.81 0.07
H 6.63 -7.24 0.59
H 1.46 -6.37 -0.23
H 1.20 -6.37 1.54
H 2.10 -7.72 0.77
O 0.47 1.92 4.83
S 0.31 3.10 5.66
O 0.95 4.35 5.34
O 0.66 2.71 7.20
C 1.93 2.14 7.49
C 3.03 3.19 7.44
C -1.42 3.40 5.88
H 2.15 1.31 6.81
H 1.88 1.73 8.50
H 3.16 3.57 6.42
H 3.99 2.77 7.76
H 2.78 4.05 8.08
H -1.92 2.47 6.16
H -1.82 3.77 4.94
H -1.55 4.16 6.66

Results
- HOMO level (eV) = -9.1
- F_max (eV/A) = 9.18
- 2S+1 = 1
- HOMO-LUMO gap (eV) = 8.7
- SMILES string = COCCCCC[C@H]1OC(=O)O[C@@H]1CCCCCCCSc1nnco1.CCOS(C)(=O)=O.CCOS(C)(=O)=O.CCOS(C)(=O)=O.CCOS(C)(=O)=O
- lowest unoccupied orbital energy (eV) = -0.32

Löwdin population analysis, charges in e, atoms 1 to 2: atom 1 (C): -0.127, atom 2 (O): -0.259

***

[3]
Density functional theory data (ωB97M-V/def2-TZVPD) for a 7-piece molecular cluster, C30H62N4O14P overall at a distorted geometry.

Cartesian coordinates (Å):
N -0.41 2.28 3.07
P -0.20 2.87 1.56
N 1.33 2.11 0.96
C 1.59 1.83 -0.39
N 0.60 2.20 -1.48
C 0.65 1.26 -2.66
C 2.09 0.54 -2.93
C 2.63 -0.05 -1.47
C 3.90 -1.05 -1.77
C 5.22 -0.80 -0.83
O 5.57 -1.66 0.17
O 6.08 0.38 -1.00
N 2.96 1.17 -0.63
H 0.40 1.63 3.28
H -0.12 4.30 1.68
H -1.38 2.41 0.80
H 2.03 1.89 1.73
H -0.39 2.19 -1.18
H -0.23 0.48 -2.49
H 0.41 1.91 -3.63
H 1.95 -0.36 -3.71
H 2.91 1.23 -3.40
H 1.74 -0.62 -0.97
H 4.25 -1.08 -2.89
H 3.52 -2.15 -1.52
H 6.27 0.80 -0.09
H 3.36 0.93 0.30
O 1.47 -2.04 -4.27
C 2.18 -3.02 -4.49
O 3.48 -2.86 -4.81
C 4.43 -3.94 -4.90
C 4.38 -4.59 -6.27
C 1.59 -4.40 -4.48
H 4.30 -4.65 -4.09
H 5.42 -3.48 -4.76
H 3.41 -5.04 -6.46
H 5.15 -5.37 -6.35
H 4.55 -3.85 -7.06
H 1.12 -4.59 -5.45
H 0.83 -4.45 -3.70
H 2.31 -5.18 -4.26
O -5.57 5.04 7.44
C -5.04 4.12 6.82
O -3.95 4.35 6.05
C -3.15 3.33 5.44
C -3.74 2.91 4.10
C -5.65 2.75 6.82
H -3.00 2.48 6.12
H -2.16 3.76 5.27
H -4.74 2.48 4.22
H -3.10 2.17 3.61
H -3.84 3.78 3.45
H -6.45 2.71 6.07
H -6.07 2.55 7.81
H -4.94 1.95 6.62
O 0.41 -4.47 -7.49
C -0.73 -4.01 -7.54
O -1.78 -4.80 -7.82
C -3.16 -4.40 -7.72
C -3.62 -3.70 -8.98
C -0.95 -2.53 -7.37
H -3.33 -3.81 -6.82
H -3.74 -5.32 -7.60
H -3.05 -2.78 -9.15
H -4.68 -3.44 -8.92
H -3.46 -4.33 -9.86
H -0.77 -2.03 -8.32
H -0.25 -2.16 -6.62
H -1.95 -2.28 -7.00
O -2.50 -0.72 -6.29
C -3.49 -0.17 -5.81
O -4.08 -0.69 -4.71
C -5.12 -0.03 -3.96
C -6.48 -0.30 -4.57
C -4.10 1.02 -6.48
H -4.91 1.04 -3.85
H -5.09 -0.46 -2.95
H -6.55 0.09 -5.59
H -7.27 0.15 -3.97
H -6.66 -1.38 -4.64
H -4.76 0.67 -7.29
H -3.31 1.63 -6.90
H -4.66 1.66 -5.81
O -2.62 3.16 10.48
C -3.61 3.70 10.96
O -4.20 3.19 12.06
C -5.24 3.85 12.81
C -6.60 3.57 12.20
C -4.23 4.89 10.29
H -5.04 4.91 12.92
H -5.21 3.42 13.82
H -6.68 3.97 11.18
H -7.40 4.03 12.80
H -6.78 2.50 12.13
H -4.88 4.55 9.48
H -3.43 5.51 9.87
H -4.79 5.54 10.96
O 10.80 -2.16 4.68
C 10.18 -1.70 3.72
O 8.95 -2.17 3.41
C 8.08 -1.58 2.42
C 8.40 -2.10 1.03
C 10.82 -0.68 2.82
H 8.10 -0.49 2.48
H 7.06 -1.89 2.69
H 9.42 -1.83 0.73
H 7.70 -1.69 0.30
H 8.34 -3.19 1.01
H 11.46 -1.20 2.09
H 11.43 -0.01 3.43
H 10.11 -0.05 2.29

Results
- HOMO level (eV) = -11.0
- F_max (eV/A) = 8.97
- 2S+1 = 1
- HOMO-LUMO gap (eV) = 6.7
- charge = +1
- lowest unoccupied orbital energy (eV) = -4.34

Löwdin population analysis, charges in e, atoms 1 to 2: atom 1 (N): -0.314, atom 2 (P): 0.768